67
Properties=species:S:1:pos:R:3 method="wB97M-V/def2-TZVPD" smiles="CC#CCN1c2ccccc2[C@]23C[C@@H](C(=O)OC)N(C(=O)C4CCC4)C2=NC(C(=O)OC)=C(C(=O)OC)[C@H]13" charge=0 e_above_lowest_kcal_mol=51.94 energy_ha=-1775.28493
C 4.2548 0.2202 -3.8104
C 3.8556 1.0615 -2.7074
C 3.5268 1.7232 -1.7628
C 3.0877 2.5067 -0.6238
N 2.0479 1.8316 0.1210
C 1.5280 2.3069 1.2964
C 2.1483 3.0572 2.2840
C 1.4289 3.3547 3.4314
C 0.1237 2.9247 3.5980
C -0.5126 2.2029 2.5933
C 0.1909 1.9115 1.4495
C -0.2599 1.2613 0.1566
C -1.1356 0.0562 0.3761
N -0.7242 -1.1358 0.5566
C 0.6248 -1.3793 0.3944
C 1.4913 -0.5083 -0.1587
C 2.8837 -0.9277 -0.4883
O 3.1690 -1.6656 -1.3977
O 3.7664 -0.3863 0.3477
C 5.1271 -0.7286 0.1307
H 5.6656 -0.4275 1.0257
H 5.5075 -0.1963 -0.7440
H 5.2225 -1.8033 -0.0346
C 1.0935 0.9236 -0.4983
H 1.0970 1.0503 -1.5885
C 1.0108 -2.7780 0.7418
O 0.2614 -3.7169 0.7059
O 2.2965 -2.8526 1.1071
C 2.8112 -4.1516 1.3720
H 3.1639 -4.6003 0.4411
H 2.0320 -4.7825 1.8039
H 3.6376 -4.0251 2.0680
N -2.4393 0.4413 0.3445
C -3.5931 -0.2921 0.5900
O -4.6626 0.2637 0.4687
C -3.4051 -1.7261 0.9575
H -2.6492 -1.8149 1.7359
C -3.1042 -2.6542 -0.2461
H -2.1364 -3.1425 -0.1892
H -3.1996 -2.1516 -1.2064
C -4.3174 -3.5173 0.1296
H -5.0545 -3.6511 -0.6591
H -4.0410 -4.4923 0.5235
C -4.7033 -2.5057 1.2181
H -4.8044 -2.9095 2.2226
H -5.5863 -1.9161 0.9794
C -2.5836 1.8291 -0.0886
C -3.6742 1.9559 -1.1517
O -4.4394 2.8754 -1.2210
O -3.5862 0.9655 -2.0415
C -4.5958 0.9400 -3.0426
H -4.3173 0.1501 -3.7355
H -5.5622 0.7264 -2.5830
H -4.6489 1.9040 -3.5522
C -1.1957 2.1941 -0.6298
H -0.9662 3.2477 -0.4796
H -1.1391 1.9611 -1.6955
H -2.8758 2.4669 0.7536
H -1.5356 1.8801 2.7180
H -0.4094 3.1581 4.5064
H 1.9026 3.9299 4.2132
H 3.1671 3.3939 2.1732
H 2.7326 3.4898 -0.9825
H 3.9392 2.6734 0.0464
H 5.3243 0.3189 -3.9942
H 3.7112 0.4964 -4.7132
H 4.0270 -0.8152 -3.5555